147
Properties=species:S:1:pos:R:3 method="wB97M-V/def2-TZVPD" multiplicity=1 homo_energy_ev=-9.07 orbital_gap_ha=0.337 relative_energy_kcal_mol=0.0
C 15.350 -6.663 9.330
H 11.975 -3.306 5.122
C 12.751 -1.328 3.351
H 15.066 -10.700 -0.124
H 12.880 -9.951 6.542
H 10.578 -16.670 0.443
H 15.731 -5.216 6.332
C 8.751 -5.509 6.331
H 17.512 -6.557 9.433
N 10.339 -17.103 1.323
H 15.621 -5.830 3.481
H 11.454 -15.850 2.359
C 12.009 -9.096 1.324
H 15.329 -8.347 10.577
H 8.196 -8.688 8.044
H 15.106 -13.227 3.312
H 8.957 -16.914 3.686
C 14.760 -11.641 0.333
O 9.982 -8.012 0.825
H 8.164 -11.482 1.714
H 11.128 -14.036 5.711
O 13.934 -3.012 2.379
H 9.247 -8.355 1.338
H 14.162 -7.774 6.142
H 12.005 -1.469 2.569
C 12.034 -8.093 5.803
H 9.265 -11.561 8.928
H 13.792 -7.676 4.488
O 16.770 -12.006 1.652
O 10.150 -5.146 6.257
H 7.833 -10.160 5.486
H 12.268 -11.589 3.203
O 7.933 -8.998 2.335
H 9.358 -17.339 1.275
H 10.673 -5.928 6.449
H 16.439 -5.826 1.410
H 15.744 -8.718 8.869
H 11.176 -5.767 1.769
H 13.342 -13.421 8.712
C 9.965 -16.503 3.725
H 9.936 -14.573 0.848
H 8.575 -8.702 9.988
H 12.199 -7.492 7.735
C 9.588 -14.848 1.844
C 15.373 -11.842 1.734
H 12.763 -6.526 2.051
H 9.376 -9.773 4.754
H 17.407 -4.612 6.162
C 15.071 -8.174 9.532
H 17.052 -10.830 6.770
C 8.548 -11.240 2.705
C 15.741 -10.402 5.364
C 8.307 -9.564 4.706
H 13.894 -10.397 8.257
H 16.051 -4.123 5.092
H 15.105 -10.968 2.327
O 14.241 -13.121 8.558
H 11.278 -7.857 5.054
H 10.206 -7.952 9.695
O 12.347 -10.113 4.498
N 11.507 -7.468 7.000
H 8.438 -5.670 7.363
H 15.494 -11.464 5.339
C 11.271 -14.856 5.007
C 12.172 -11.486 4.284
O 11.555 -13.996 9.109
O 13.736 -8.557 9.198
H 8.124 -4.675 6.015
H 11.048 -14.693 8.686
H 12.498 -10.146 9.366
H 15.574 -13.242 6.902
C 16.638 -6.101 9.897
O 14.981 -5.611 2.800
C 7.783 -10.061 3.307
H 13.393 -6.520 9.767
H 16.749 -5.083 9.524
C 12.122 -9.647 5.820
C 13.460 -2.612 3.639
O 17.082 -10.359 5.934
H 15.103 -13.999 1.739
C 14.634 -13.640 7.286
H 13.430 -0.548 3.004
H 11.964 -15.566 5.458
H 12.710 -9.172 2.155
N 14.197 -5.909 9.787
H 8.466 -6.444 5.850
H 14.329 -2.412 4.266
H 8.211 -8.500 4.920
H 12.918 -12.095 4.794
H 6.729 -10.335 3.279
H 9.058 -13.095 8.145
H 12.273 -1.010 4.277
C 9.974 -13.651 10.872
H 11.810 -14.543 4.113
H 9.723 -13.977 2.486
C 12.524 -3.688 4.261
H 15.275 -6.452 8.263
H 7.140 -8.457 2.346
H 15.694 -9.902 4.397
H 11.389 -9.988 1.416
H 13.945 -10.473 10.047
H 17.168 -11.141 1.525
C 9.817 -12.402 8.509
H 10.719 -7.959 7.398
H 17.442 -6.672 5.158
H 10.019 -9.680 9.617
H 12.078 -6.479 0.426
C 16.519 -4.949 5.628
H 14.330 -5.881 10.788
H 11.375 -12.237 9.986
H 13.323 -6.375 5.399
H 11.131 -11.655 4.561
H 15.165 -12.444 -0.285
C 14.814 -13.092 2.271
H 8.521 -15.065 1.891
H 16.790 -6.195 10.973
C 11.835 -6.587 1.483
H 10.353 -12.039 7.632
C 10.683 -12.999 9.627
H 9.274 -14.382 10.467
H 11.907 -4.153 3.492
H 12.644 -9.058 0.439
H 13.136 -4.507 4.638
H 14.327 -3.883 2.474
H 14.915 -14.685 7.415
C 11.146 -7.934 1.637
H 11.173 -10.045 6.178
H 10.530 -14.403 11.432
O 16.941 -5.981 4.718
H 8.468 -12.116 3.348
C 13.365 -7.462 5.468
C 13.552 -9.937 9.183
H 14.958 -9.912 5.943
H 9.565 -12.998 11.644
C 15.416 -6.148 1.605
H 15.448 -7.237 1.595
H 10.551 -17.376 4.012
H 9.599 -11.005 2.536
H 13.768 -13.576 6.627
O 9.135 -8.493 8.099
H 10.913 -8.023 2.698
H 13.671 -11.672 0.297
C 10.381 -16.037 2.333
H 13.726 -13.152 2.282
O 10.034 -15.543 4.775
H 14.838 -5.779 0.758
C 9.504 -8.739 9.420